Record 1
Below is 2 unconnected molecules or ions with the total composition C28H42Br2F3IN3O4, with properties calculated with ωB97M-V with the def2-TZVPD basis set.

As for the molar mass: 828.37 g/mol. The calculation puts the total energy at -198704.521 eV. The calculation puts the gap between HOMO and LUMO at 8.09 eV. As for the charge: +1.

Element x y z (Å)
C 4.21450 3.05254 1.47363
C 3.42224 1.72720 1.19654
C 1.88426 1.92745 1.34731
C 1.08829 2.15807 -0.00364
C 2.02577 2.84244 -1.04681
C 0.50349 0.80145 -0.47571
N 1.52344 0.06874 -1.26151
C 1.10891 -1.32425 -1.50977
O 1.83533 -1.79180 -2.63595
C 1.67900 -2.13907 -0.26027
C 3.16042 -2.57085 -0.48223
C 3.79258 -2.88818 0.90972
I 3.82017 -5.02952 1.15767
C -0.41940 -1.49198 -1.65028
C -0.91779 -2.74431 -2.41008
C -0.94547 -4.05393 -1.60680
C -2.08390 -4.18060 -0.58435
F -2.23813 -5.51976 -0.35891
Br -1.62526 -3.45685 1.18750
C -3.48063 -3.68858 -1.09833
F -3.65494 -3.96956 -2.38665
F -4.40362 -4.41523 -0.45922
Br -3.91473 -1.82801 -0.67735
N -1.11978 -0.25515 -2.15565
C -0.99434 0.03061 -3.59946
C 0.26691 0.90506 -3.95283
C 1.29819 0.16176 -4.84883
O 0.33061 1.28669 -5.28589
C -0.89779 0.83196 -1.15266
C -1.43480 2.22926 -1.57612
C -2.35594 2.85268 -0.49029
C -2.12932 2.66111 1.00806
N -3.35059 3.53993 -0.83841
H 3.63033 3.95026 1.25463
H 4.48139 3.05260 2.54032
H 5.16791 2.99831 0.93265
H 3.74362 1.23300 0.27079
H 3.72620 1.05444 2.01654
H 1.75355 2.84825 1.93818
H 1.44510 1.12079 1.95091
H 0.34841 2.92462 0.25024
H 2.81935 2.18836 -1.41147
H 2.45857 3.72509 -0.55771
H 1.44201 3.24421 -1.88996
H 0.40813 0.18751 0.44602
H 2.38903 0.01465 -0.73558
H 1.69790 -2.74424 -2.73924
H 1.03838 -2.98447 0.02769
H 1.71849 -1.47788 0.62218
H 3.69619 -1.67829 -0.84551
H 3.25396 -3.39882 -1.18645
H 3.16582 -2.49630 1.71826
H 4.78804 -2.44746 1.01924
H -0.80149 -1.59726 -0.61927
H -1.90374 -2.49111 -2.83039
H -0.28538 -2.91494 -3.29610
H -0.01121 -4.30716 -1.09048
H -1.09709 -4.87173 -2.32964
H -2.10757 -0.52469 -2.03112
H -0.84066 -0.81803 -4.27023
H -1.83911 0.61508 -3.98129
H 0.66961 1.57617 -3.19293
H 0.86136 -0.58211 -5.51824
H 2.15496 0.72855 -5.21375
H -1.58517 0.57916 -0.32676
H -2.08344 2.17660 -2.46522
H -0.63356 2.91979 -1.87178
H -3.03032 2.22823 1.45800
H -1.91650 3.65381 1.43100
H -1.24148 2.05040 1.21471
H -3.41111 3.59461 -1.85860
C -2.39118 2.03906 4.60324
C -3.38351 2.04435 5.48959
C -3.57561 0.91452 6.43309
O -4.47815 0.91535 7.23897
C -2.61835 -0.21712 6.34840
C -1.62725 -0.21925 5.45983
C -1.43689 0.90887 4.51961
O -0.53023 0.90858 3.70637
H -2.23323 2.85238 3.90657
H -4.08977 2.86148 5.56469
H -2.77354 -1.03155 7.04450
H -0.92045 -1.03597 5.38313

Cartesian forces (eV/Å) of the 3 atoms listed first:
C 0.1891 -1.2048 0.0359
C -0.0813 0.2764 1.2309
C 0.2605 0.4156 -0.5865

Mulliken atomic charge list, values in e, 5 entries:
1 C -1.407
2 C -0.546
3 C -0.953
4 C 0.540
5 C -1.934

***

Record 2
Below is a molecular structure, C28H42BrI2N5O2S2SiTa, with properties calculated with ωB97M-V with the def2-TZVPD basis set.

The value obtained for the energy above the lowest of the compared OMol25 structures with the same formula, charge and spin is 2.975 eV. As for the molar mass: 1087.56 g/mol. The calculation puts the total energy at -158584.175 eV. The calculation puts the gap between HOMO and LUMO at 5.96 eV. As for the charge: +3.

Element x y z (Å)
Ta 0.24556 -0.56212 0.44689
N 3.95227 0.03207 7.80788
C 3.33815 -0.02164 6.63106
C 3.92070 0.58552 5.48397
C 3.29873 0.52262 4.27676
C 2.06151 -0.15278 4.16901
C 1.45304 -0.74285 5.30204
C 2.08108 -0.67948 6.50480
S 1.31132 -0.26487 2.69995
O 1.81043 0.62764 1.60687
O 1.33104 -1.61161 1.98020
N -0.30694 -0.08309 2.50797
C -0.89418 1.14907 2.95536
N -0.25048 1.79185 3.90884
C -0.86660 2.88059 4.38035
C -2.09897 3.28661 3.90277
C -2.66298 2.51972 2.89819
N -2.06256 1.43050 2.40576
H 4.84073 0.49372 7.91773
H 3.55648 -0.39734 8.62852
H 4.86627 1.10169 5.58114
H 3.74121 0.99085 3.40725
H 0.49174 -1.23417 5.21531
H 1.62652 -1.12437 7.37974
H -0.35498 3.42874 5.16128
H -2.59804 4.16002 4.29507
H -3.62592 2.77655 2.47355
I -0.43522 -3.44675 0.30107
C -1.50064 -3.67654 -1.55507
I -1.26898 -2.07489 -2.89963
H -2.54714 -3.80432 -1.30463
H -1.09533 -4.57860 -1.99976
S -0.26976 1.43306 -0.76182
C -1.91535 0.81724 -0.51010
C -3.10073 1.43035 -0.84918
C -4.27379 0.79644 -0.45821
C -4.22853 -0.38274 0.28114
C -3.00438 -0.93676 0.57555
N -1.87365 -0.36288 0.13060
H -3.10581 2.37050 -1.38203
H -5.23062 1.23534 -0.71143
H -5.13376 -0.86211 0.62426
H -2.89881 -1.84238 1.15674
C 2.24761 -1.44766 -5.35080
C 2.84960 -0.13002 -4.84930
C 1.70445 0.77300 -4.36572
C 3.56113 0.56672 -6.04571
Si 4.25388 -0.29462 -3.59830
Br 2.18489 -0.99453 -1.05092
C 4.97996 1.26884 -2.84114
C 5.29035 1.11114 -1.34394
C 6.31242 1.45555 -3.62137
C 4.13622 2.53632 -3.02038
C 5.17817 -1.92486 -3.42731
C 4.29262 -3.16400 -3.23486
C 5.84548 -2.01296 -4.83744
C 6.28493 -1.95127 -2.37051
H 1.50353 -1.21049 -6.11443
H 1.74466 -1.99865 -4.55424
H 2.98007 -2.10415 -5.81594
H 0.96671 0.83372 -5.16916
H 2.02331 1.78912 -4.14121
H 1.20620 0.36353 -3.48248
H 2.81613 0.72182 -6.83004
H 4.35483 -0.04625 -6.47815
H 3.97018 1.54534 -5.79506
H 5.94507 0.27432 -1.11921
H 4.37681 1.00964 -0.75422
H 5.79625 2.02035 -1.01056
H 7.01690 0.63762 -3.47170
H 6.78937 2.36455 -3.24733
H 6.15740 1.59650 -4.69349
H 3.20130 2.48449 -2.45936
H 3.90719 2.76650 -4.05982
H 4.70848 3.37844 -2.62556
H 3.58153 -3.31544 -4.04017
H 3.75149 -3.13812 -2.28662
H 4.94651 -4.03860 -3.20921
H 5.11903 -2.11816 -5.64301
H 6.46661 -2.91178 -4.84789
H 6.50553 -1.17128 -5.06201
H 5.87887 -1.90579 -1.35845
H 7.01995 -1.15742 -2.48766
H 6.81997 -2.89829 -2.46769

Cartesian forces (eV/Å) of the 3 atoms listed first:
Ta -0.5354 -0.2111 -0.3417
N 0.0394 -0.0003 0.0727
C -0.0432 0.0094 -0.0928

Mulliken atomic charge list, values in e, 5 entries:
1 Ta -0.675
2 N -0.403
3 C 1.130
4 C -0.795
5 C -0.520

***

Record 3
Below is a molecular structure, C28H42Cl2FNO4PbS3Si3, with properties calculated with ωB97M-V with the def2-TZVPD basis set.

The value obtained for the energy above the lowest of the compared OMol25 structures with the same formula, charge and spin is 0.000 eV. As for the molar mass: 934.21 g/mol. The calculation puts the total energy at -128553.696 eV. The calculation puts the gap between HOMO and LUMO at 6.45 eV. As for the charge: -2.

Element x y z (Å)
Pb -0.24878 -0.15395 -1.26566
Cl -2.68359 -0.76439 -4.89419
C -2.19507 0.93669 -4.71805
Cl -3.05697 1.71851 -3.37562
H -2.44266 1.45092 -5.63663
H -1.12493 0.96910 -4.51579
C -1.06300 -3.48130 -2.05143
O -1.66997 -3.71701 -0.79935
Si -1.07651 -3.11833 0.66009
C 0.61774 -3.92699 0.80862
C -2.19405 -4.10685 1.82486
C -1.22725 -1.28433 0.80387
Si -3.00957 -0.77621 0.59713
C -3.82715 -1.51117 -0.94029
C -3.26081 1.09242 0.38917
C -4.20654 -1.29063 1.98500
Si -0.42103 -0.43728 2.27129
C -0.16221 -1.71017 3.66459
C 2.41207 -0.22335 1.40838
C -1.54850 0.77908 3.18382
H -0.00062 -3.23882 -1.96792
H -1.56122 -2.65762 -2.57791
H -1.17321 -4.37556 -2.67333
H 0.47724 -4.93770 0.40969
H 0.95951 -4.03246 1.83991
H 1.37264 -3.40654 0.22034
H -1.84984 -5.14640 1.83557
H -3.22048 -4.10806 1.45253
H -2.19729 -3.73162 2.84877
H -3.82926 -2.60097 -0.95614
H -3.34727 -1.16008 -1.85783
H -4.86103 -1.14874 -0.96655
H -2.32467 1.64922 0.39631
H -3.89624 1.48361 1.18882
H -3.76783 1.28041 -0.56011
H -4.34272 -2.37196 2.03063
H -5.18024 -0.84361 1.75171
H -3.91475 -0.94587 2.97654
H 0.41088 -2.59770 3.39775
H -1.15743 -2.03880 3.98023
H 0.31978 -1.23680 4.52237
H 3.62543 -1.97473 1.45323
H 3.29947 0.41417 1.38321
H 2.14122 -0.42647 0.37238
H -2.36216 0.21794 3.64680
H -1.96336 1.59156 2.59485
H -0.96017 1.21675 3.99569
F 1.36338 -1.55694 -1.10369
O 0.12274 1.43139 0.26504
C 0.97907 1.84582 1.25152
C 2.25064 2.45296 0.65246
C 2.54950 2.49457 -0.67219
C 3.80519 3.10581 -0.94751
C 4.43505 3.53336 0.17771
S 3.51196 3.18727 1.58409
C 1.27899 0.54134 2.10917
C 2.82297 -1.53737 2.05555
C 3.29132 -1.35848 3.46370
C 2.97076 -0.30566 4.20970
S 1.88890 0.99953 3.78528
C 0.26115 3.03020 1.95726
C -0.70179 3.75668 1.31536
C -1.17519 4.87049 2.05567
C -0.55262 4.99300 3.25904
S 0.60676 3.75557 3.48521
H 1.91229 2.07076 -1.43199
H 4.21691 3.19812 -1.94269
H 5.39661 4.01640 0.25760
H 2.01200 -2.26212 2.01380
H 3.93831 -2.11142 3.90502
H 3.35670 -0.20222 5.21802
H -1.03744 3.47909 0.32883
H -1.94848 5.54219 1.70857
H -0.72421 5.72947 4.02853
O 2.44420 0.68228 -3.16834
C 2.14615 0.80002 -4.35165
C 3.20613 0.72291 -5.46551
C 2.40290 0.98520 -6.72780
C 0.96632 1.14349 -6.20023
O 0.01966 1.36164 -6.95630
N 0.90552 1.01363 -4.85725
H 3.67655 -0.26064 -5.42790
H 3.98331 1.46091 -5.26122
H 2.42548 0.17354 -7.45652
H 2.68472 1.89928 -7.25366

Cartesian forces (eV/Å) of the 3 atoms listed first:
Pb 0.0164 -0.1848 0.2836
Cl -0.0182 -0.0255 0.0114
C 0.0315 -0.0205 -0.0098

Mulliken atomic charge list, values in e, 5 entries:
1 Pb 0.912
2 Cl -0.207
3 C 0.665
4 Cl -0.174
5 H 0.375

***

no.,largest force on an atom (eV/Å),HOMO level (eV)
1,4.24,-11.678
2,0.67,-15.609
3,0.39,-2.472